Entry 1:
{
  "formula": "C30H84N6O12",
  "method": "ωB97M-V/def2-TZVPD",
  "total_energy_ev": -65972.3047,
  "gap_ha": 0.334,
  "symbols": ["C", "O", "C", "C", "C", "N", "H", "H", "H", "H", "H", "H", "H", "H", "H", "H", "H", "C", "O", "C", "C", "C", "N", "H", "H", "H", "H", "H", "H", "H", "H", "H", "H", "H", "C", "O", "C", "C", "C", "N", "H", "H", "H", "H", "H", "H", "H", "H", "H", "H", "H", "C", "O", "C", "C", "C", "N", "H", "H", "H", "H", "H", "H", "H", "H", "H", "H", "H", "C", "O", "C", "C", "C", "N", "H", "H", "H", "H", "H", "H", "H", "H", "H", "H", "H", "C", "O", "C", "C", "C", "N", "H", "H", "H", "H", "H", "H", "H", "H", "H", "H", "H", "O", "C", "C", "O", "H", "H", "H", "H", "H", "H", "O", "C", "C", "O", "H", "H", "H", "H", "H", "H", "O", "C", "C", "O", "H", "H", "H", "H", "H", "H"],
  "xyz": [[0.326493, -3.869664, -2.970654], [0.206113, -5.320004, -3.168894], [1.481353, -6.013214, -3.262864], [1.898443, -6.577824, -1.909614], [2.938943, -5.627324, -1.273604], [2.533753, -7.870524, -2.013594], [-0.637067, -3.422534, -2.726244], [0.746423, -3.522134, -3.914574], [0.955523, -3.754944, -2.087904], [1.289003, -6.881434, -3.893174], [2.269723, -5.556584, -3.861224], [1.117993, -6.607944, -1.149294], [3.730443, -5.284874, -1.940204], [3.518163, -6.085814, -0.472114], [2.475853, -4.752094, -0.817944], [3.126543, -8.059804, -1.218054], [1.867953, -8.627634, -1.953514], [-11.673697, -1.237694, 1.541956], [-10.823707, -2.325264, 1.249926], [-10.035367, -2.900404, 2.332316], [-9.271647, -1.861794, 3.294536], [-8.025407, -1.323044, 2.808976], [-8.856637, -2.548664, 4.462196], [-12.367537, -1.552854, 2.321286], [-12.316247, -0.996104, 0.695286], [-11.117177, -0.345924, 1.830286], [-10.696587, -3.487664, 2.969496], [-9.410407, -3.673204, 1.884756], [-9.922977, -1.028554, 3.558286], [-8.243117, -0.697394, 1.943366], [-7.264007, -2.025194, 2.469356], [-7.567477, -0.574174, 3.455186], [-9.461777, -3.277234, 4.813036], [-7.979747, -3.031044, 4.326256], [0.299293, -3.352564, 7.418096], [0.692633, -4.690844, 7.136026], [2.028663, -5.002434, 7.317856], [3.005653, -4.555314, 6.278056], [3.686813, -3.184364, 6.560466], [2.507523, -4.566974, 4.879856], [0.554593, -2.629234, 6.643686], [0.684443, -2.942674, 8.351766], [-0.787427, -3.331924, 7.500076], [2.382913, -4.705384, 8.304956], [1.920143, -6.086904, 7.334056], [3.838203, -5.251214, 6.381436], [4.333723, -2.925014, 5.722406], [4.214563, -3.226504, 7.513256], [2.860543, -2.487924, 6.703116], [2.561313, -5.480744, 4.452966], [1.540003, -4.303694, 4.758666], [7.163953, 0.032056, 0.437456], [7.574483, 1.330906, 0.001566], [8.172133, 2.196406, 1.026276], [8.282053, 3.663796, 0.542526], [6.878883, 4.175646, 0.091656], [9.044313, 3.740746, -0.656554], [6.230833, -0.179994, -0.084484], [7.171413, -0.135994, 1.514396], [7.954933, -0.681074, 0.205286], [7.422873, 2.325206, 1.807376], [9.143283, 1.854106, 1.383746], [8.725883, 4.246916, 1.349436], [6.309633, 3.538146, -0.584844], [7.059293, 5.145656, -0.371624], [6.225053, 4.389776, 0.937086], [9.558473, 2.873106, -0.710804], [8.429103, 3.652036, -1.452634], [-4.907597, 6.315596, 1.188686], [-3.765587, 6.981776, 0.599406], [-2.575987, 7.093776, 1.472126], [-1.348357, 7.888426, 0.980756], [-0.302757, 8.146986, 2.091296], [-1.765227, 9.153696, 0.489376], [-4.670917, 5.391686, 1.716386], [-5.582937, 6.174336, 0.344846], [-5.361177, 7.114646, 1.775106], [-2.858917, 7.406606, 2.477206], [-2.313787, 6.052636, 1.660196], [-0.920297, 7.272666, 0.189746], [-0.354467, 8.997356, 2.771206], [0.706743, 8.196366, 1.683166], [-0.241067, 7.189816, 2.609096], [-2.232107, 9.492166, 1.318566], [-2.580217, 8.893956, -0.047674], [5.045433, 4.453356, -9.904724], [5.214103, 4.010546, -8.493254], [4.512243, 2.807016, -8.204284], [4.628753, 2.629906, -6.629974], [4.039453, 1.332596, -6.248824], [3.798923, 3.725556, -6.027294], [5.563603, 5.389566, -10.112334], [3.985043, 4.682016, -10.011504], [5.285253, 3.556786, -10.476344], [3.449303, 2.919846, -8.417664], [4.809343, 1.857736, -8.650044], [5.689063, 2.753146, -6.409354], [2.960773, 1.274956, -6.394504], [4.269533, 1.113366, -5.206184], [4.397633, 0.578796, -6.949964], [4.224463, 4.121266, -5.201194], [4.250493, 4.325856, -6.702444], [-0.773947, 1.053566, -0.422784], [0.342373, 0.756756, 0.368586], [-0.052587, 0.111186, 1.760606], [-0.715807, -1.165664, 1.572036], [-0.846357, 1.991606, -0.613694], [1.131643, 0.209316, -0.146654], [0.735303, 1.743076, 0.615336], [-0.686797, 0.834866, 2.272636], [0.734483, -0.078224, 2.490506], [-1.441837, -1.003544, 0.965246], [-3.056277, 3.359866, -7.614644], [-2.057467, 4.252206, -7.174424], [-2.081127, 4.332416, -5.656974], [-1.042867, 5.252346, -5.178924], [-3.464567, 3.777366, -8.376604], [-1.049397, 4.038236, -7.529564], [-2.313807, 5.180916, -7.684204], [-1.983287, 3.324116, -5.254664], [-3.018617, 4.821776, -5.392914], [-0.144697, 5.085326, -5.473884], [-5.509407, -6.511634, 5.072566], [-4.327527, -6.326954, 4.255096], [-4.384927, -7.117224, 2.877816], [-4.498867, -8.463504, 3.030516], [-5.307427, -7.244054, 5.659406], [-4.115117, -5.288434, 4.001236], [-3.478097, -6.681164, 4.839116], [-3.495187, -6.884834, 2.292616], [-5.184927, -6.777554, 2.219986], [-5.443907, -8.600114, 2.931366]],
  "forces_ev_per_a": [[0.47, -2.07, 0.02], [0.63, 0.70, -0.13], [-2.13, -1.25, -0.17], [1.92, 1.42, 1.38], [0.45, 0.23, 0.41], [0.26, -1.03, -0.37], [-0.09, -0.33, -0.38], [0.10, 0.76, 0.35], [0.31, 0.62, -0.27], [-0.49, -0.20, 0.00], [0.11, 0.93, 0.56], [-0.79, 0.15, -0.61], [-0.27, 0.02, -0.48], [-0.29, -0.35, 0.29], [-0.09, 0.08, -0.18], [0.26, 0.36, 0.05], [-0.37, -0.02, -0.45], [-0.11, -0.59, 0.60], [1.07, -0.42, -0.20], [-0.80, 1.74, 0.07], [-1.36, -2.19, -0.41], [1.58, 2.58, -2.77], [0.04, -1.37, 2.15], [-0.07, 0.31, 0.48], [0.42, -0.22, -0.34], [-0.07, 0.09, 0.10], [-0.42, 0.19, 0.36], [0.49, 0.49, -0.20], [-0.33, -0.18, -0.01], [0.07, -0.06, -0.55], [-0.14, -0.32, 0.25], [-0.02, -0.42, 0.58], [-0.56, 0.17, 0.02], [0.22, 0.18, -0.13], [-0.44, 0.08, -0.13], [-1.33, 1.66, -0.02], [-0.30, -1.15, 0.65], [1.08, 0.75, -1.17], [-1.36, -0.69, 0.26], [0.44, -0.30, 0.19], [0.24, -0.13, -0.33], [0.34, -0.34, 0.26], [0.00, -0.22, -0.04], [0.04, 0.20, 0.32], [0.79, -0.26, -0.08], [-0.04, -0.40, -0.47], [-0.10, 0.13, 0.23], [0.24, 0.01, -0.10], [0.32, 0.57, -0.28], [0.22, -0.18, 0.15], [-0.13, 0.27, 0.53], [1.27, 0.23, -0.12], [0.75, 0.96, 1.12], [-1.63, 0.50, -0.45], [-2.23, -1.46, -1.18], [0.22, 0.94, 1.45], [1.57, -0.30, -1.06], [0.07, -0.28, 0.38], [-0.91, 0.75, 0.31], [-0.06, -0.27, -0.86], [0.24, -0.75, 0.69], [-0.04, -0.38, 0.03], [-0.17, 0.15, 0.06], [0.55, -0.27, -0.02], [-0.14, 0.01, -0.23], [-0.06, -0.09, 0.19], [0.70, 0.04, -0.22], [-0.14, 0.23, -0.10], [0.76, 1.90, -0.84], [1.73, 0.33, 0.22], [-1.07, -1.87, 0.79], [0.02, -0.58, 0.49], [0.65, -2.04, -0.50], [-1.00, 0.57, -0.50], [0.01, 0.10, 0.06], [0.09, -0.47, 0.09], [-0.33, -0.59, 0.80], [-0.41, 0.73, 0.11], [0.55, -0.29, -0.08], [0.38, 0.22, -0.13], [-0.88, -0.10, -0.14], [-0.09, 0.31, -0.51], [-0.04, 0.13, 0.85], [-0.06, 1.12, 0.25], [-0.30, 0.52, -0.95], [-0.99, -1.10, 2.06], [0.26, 0.13, -1.56], [-0.33, 0.51, 2.20], [-1.14, 0.35, -1.09], [0.06, -1.34, -0.11], [1.37, 0.22, -1.37], [0.56, -0.54, 0.20], [-0.19, -0.11, -0.28], [0.31, 0.57, -0.65], [-0.28, 0.16, -0.16], [0.80, 0.30, -0.57], [0.11, -0.31, 0.23], [-0.10, 0.57, 0.19], [-0.03, -0.39, -0.11], [0.45, -0.53, 0.48], [0.12, -0.53, 0.72], [-1.02, 2.06, -0.20], [-1.02, -1.02, -0.56], [0.69, 1.08, 2.20], [-0.64, -0.46, -1.35], [0.49, 0.95, 0.28], [0.20, -0.14, 0.16], [-0.34, -0.33, -0.20], [0.77, -0.09, 0.34], [-0.51, 0.01, -0.10], [0.54, -0.01, -0.64], [-0.17, 0.01, -0.13], [-0.06, -0.76, -0.13], [-0.14, 0.81, -0.40], [1.24, 1.41, -0.68], [-1.26, -0.32, 0.19], [-0.12, -0.32, 0.03], [0.17, -0.65, -0.05], [0.33, 0.69, 0.70], [-0.06, 0.08, 0.25], [0.08, -0.34, 0.44], [-0.14, -0.63, -0.33], [0.63, 0.45, -0.87], [-0.20, -1.16, -0.98], [0.45, 2.63, 0.62], [-0.60, -1.86, 0.29], [-0.11, -0.03, 0.00], [-0.55, 0.23, 0.33], [0.22, -0.11, -0.21], [0.45, 0.05, 0.28], [-0.35, 0.56, 0.30], [0.05, -0.76, 0.24]]
}

***

Entry 2:
{
  "formula": "CH2Cl2FNS",
  "method": "ωB97M-V/def2-TZVPD",
  "total_energy_ev": -41155.9072,
  "gap_ha": 0.348,
  "symbols": ["N", "S", "C", "F", "Cl", "Cl", "H", "H"],
  "xyz": [[-1.977032, -1.060818, -0.059115], [-1.050419, 0.043751, 0.680438], [-2.330001, 1.744547, 0.881246], [-1.919419, 2.353011, 2.019046], [-4.020315, 1.271101, 1.054907], [-2.252952, 2.763928, -0.551479], [-2.365677, -0.751811, -0.952552], [-2.319644, -1.805537, 0.469769]],
  "forces_ev_per_a": [[0.50, 1.46, -1.59], [-0.85, 2.57, 0.39], [0.77, -2.09, 0.40], [-0.06, 0.16, -0.85], [0.16, -0.31, 0.25], [0.56, 0.12, 0.34], [0.08, -0.99, 0.51], [-1.16, -0.92, 0.56]]
}

***

Entry 3:
{
  "formula": "C20H34BrO4Sn",
  "method": "ωB97M-V/def2-TZVPD",
  "charge": 3,
  "total_energy_ev": -105326.5730,
  "gap_ha": 0.258,
  "symbols": ["Sn", "C", "O", "C", "C", "O", "C", "C", "O", "C", "H", "H", "H", "H", "H", "H", "H", "H", "H", "H", "H", "H", "H", "H", "C", "C", "C", "C", "C", "C", "C", "Br", "C", "O", "C", "C", "C", "C", "C", "C", "H", "H", "H", "H", "H", "H", "H", "H", "H", "H", "H", "H", "H", "H", "H", "H", "H", "H", "H", "H"],
  "xyz": [[0.104654, 0.085898, 0.638125], [-1.345765, 2.271469, -1.299419], [-1.535994, 1.018730, -0.609290], [-2.921821, 0.788262, -0.263134], [-3.060604, -0.678211, 0.031218], [-2.042861, -0.927279, 0.993484], [-2.070453, -2.162634, 1.702394], [-1.136029, -1.942561, 2.857830], [0.114719, -1.473862, 2.304525], [1.177108, -1.458577, 3.280642], [-1.672953, 3.101985, -0.672458], [-1.918649, 2.272216, -2.226986], [-0.282715, 2.367584, -1.511653], [-3.574473, 1.066702, -1.092946], [-3.186659, 1.385851, 0.614395], [-2.889026, -1.286385, -0.860817], [-4.049296, -0.892369, 0.440658], [-1.735029, -2.981987, 1.059860], [-3.077491, -2.384161, 2.060493], [-0.989175, -2.877057, 3.403262], [-1.540805, -1.191035, 3.541761], [0.946426, -0.772201, 4.096561], [2.082381, -1.135923, 2.769510], [1.324030, -2.461311, 3.680969], [5.827300, -1.432277, -5.299981], [5.326225, 0.103319, -5.380124], [4.540866, 0.331126, -6.665680], [6.509765, 1.048973, -5.288973], [4.538654, -0.129282, -4.170884], [3.161116, -0.544890, -4.287612], [2.358068, -0.468701, -3.218180], [0.517470, -0.810149, -3.347165], [2.867898, -0.091663, -1.872276], [2.076337, 0.023561, -0.947256], [4.340992, 0.084777, -1.726693], [5.086884, 0.057484, -2.854025], [4.941739, 0.288318, -0.349062], [4.503816, -0.875385, 0.576811], [4.476356, 1.628332, 0.259062], [6.470846, 0.284220, -0.391532], [6.241395, -1.589974, -6.301110], [5.044647, -2.179963, -5.165237], [6.609509, -1.568928, -4.558301], [5.231529, 0.519733, -7.484601], [3.896870, 1.206940, -6.573950], [3.918305, -0.515053, -6.952397], [7.165829, 0.907692, -6.146489], [7.110823, 0.929730, -4.390182], [6.158802, 2.081314, -5.334910], [2.758123, -0.837100, -5.246358], [6.147301, 0.242627, -2.775208], [3.443667, -0.825768, 0.826535], [5.078147, -0.814408, 1.499233], [4.712847, -1.839701, 0.111931], [3.398726, 1.653544, 0.424955], [4.749138, 2.459450, -0.391596], [4.975395, 1.776416, 1.215505], [6.861753, -0.643092, -0.812908], [6.862121, 0.375519, 0.619442], [6.858793, 1.128673, -0.963503]],
  "forces_ev_per_a": [[-0.57, 0.04, 0.34], [0.10, 0.45, -0.14], [-0.44, 0.05, -0.12], [-0.57, -0.12, -0.02], [-0.20, 0.25, -0.44], [0.80, 0.38, -0.05], [0.15, -0.50, 0.32], [-0.39, -0.33, 0.18], [-0.26, -0.25, 0.25], [0.41, 0.00, 0.31], [0.01, -0.06, 0.03], [0.10, -0.10, 0.03], [-0.01, 0.01, -0.06], [0.16, 0.06, -0.04], [0.10, 0.04, -0.10], [-0.05, -0.04, 0.04], [0.06, -0.03, 0.06], [-0.03, 0.07, -0.03], [0.01, 0.11, -0.01], [0.17, 0.06, -0.04], [0.13, 0.00, -0.01], [-0.08, 0.00, -0.07], [0.02, -0.01, 0.02], [-0.02, 0.01, -0.11], [0.23, -0.40, 0.00], [-0.33, 0.07, 0.36], [-0.24, -0.03, -0.05], [0.14, 0.16, 0.10], [0.19, 0.56, -0.49], [-0.63, -0.22, 0.12], [-0.30, -0.13, -0.49], [0.25, 0.02, -0.02], [-0.32, -0.12, 0.13], [0.66, 0.02, -0.37], [0.49, 0.10, 0.05], [0.14, -0.02, 0.47], [-0.08, -0.04, 0.48], [0.01, 0.04, -0.23], [-0.04, -0.03, -0.24], [-0.04, 0.05, -0.23], [-0.03, 0.11, -0.01], [0.00, -0.01, -0.03], [-0.02, 0.04, 0.02], [0.05, -0.06, 0.01], [0.05, 0.04, 0.01], [0.04, -0.05, -0.03], [-0.03, -0.12, 0.00], [0.04, -0.02, -0.04], [-0.04, -0.02, 0.05], [0.05, 0.05, -0.04], [-0.01, -0.07, -0.02], [0.05, -0.01, -0.02], [0.00, -0.01, 0.02], [0.01, -0.07, 0.08], [0.04, 0.02, 0.00], [0.00, 0.06, 0.04], [0.00, -0.02, 0.02], [0.04, -0.03, 0.01], [-0.03, 0.01, 0.02], [0.06, 0.01, 0.01]]
}

***

Number 1: HOMO energy -8.9515 eV. Number 2: HOMO energy -9.1260 eV. Number 3: HOMO energy -18.6090 eV.